{
  "formula": "C22H21Cl2CoN2S3",
  "method": "wB97M-V/def2-TZVPD",
  "homo_lumo_gap_ev": [7.196, 4.143],
  "s2": 6.040,
  "multiplicity": 5,
  "homo_ev": [-7.053, -7.221],
  "elements": ["Co", "C", "N", "C", "C", "N", "C", "C", "C", "C", "C", "C", "C", "S", "C", "C", "C", "C", "C", "C", "S", "H", "H", "H", "H", "H", "H", "H", "H", "H", "H", "H", "H", "H", "H", "H", "H", "H", "H", "Cl", "C", "C", "C", "C", "C", "Cl", "C", "S", "H", "H", "H"],
  "positions_angstrom": [[0.05062, -1.09559, -0.06493], [-1.79710, -0.42794, -2.64009], [-1.67669, -0.04127, -1.22399], [-1.28916, 1.37172, -1.09776], [-0.93694, 1.69159, 0.33589], [0.24313, 0.91267, 0.74432], [1.47934, 1.56111, 0.23885], [0.37959, 0.70714, 2.18060], [-0.12558, 1.62923, 3.08785], [0.05889, 1.44558, 4.44929], [0.76941, 0.33994, 4.89681], [1.28130, -0.57791, 3.98942], [1.10161, -0.41800, 2.61235], [1.74986, -1.60096, 1.47239], [-2.94052, -0.32310, -0.54595], [-4.06502, 0.45256, -0.81482], [-5.27719, 0.18064, -0.20532], [-5.36606, -0.89090, 0.67774], [-4.25291, -1.67308, 0.93608], [-3.01732, -1.40686, 0.32695], [-1.61683, -2.40230, 0.69729], [-2.57361, 0.15510, -3.14864], [-2.06292, -1.48240, -2.69234], [-0.84673, -0.26686, -3.14827], [-2.08059, 2.04911, -1.43547], [-0.42924, 1.53320, -1.75030], [-1.77037, 1.42076, 0.98355], [-0.75843, 2.76647, 0.43238], [1.62176, 2.52781, 0.72858], [1.40889, 1.71440, -0.84138], [2.32925, 0.91664, 0.44901], [-0.67975, 2.49479, 2.73786], [-0.34934, 2.16311, 5.15227], [0.91925, 0.18967, 5.96037], [1.82062, -1.45343, 4.33478], [-4.00033, 1.28230, -1.51379], [-6.14223, 0.79675, -0.41942], [-6.30943, -1.11410, 1.16561], [-4.31238, -2.50878, 1.62424], [1.17382, -1.86194, -1.99203], [2.84184, -1.40207, -2.23198], [3.76907, -2.32271, -1.80910], [5.12428, -2.04580, -1.95788], [5.54881, -0.84984, -2.51331], [4.61822, 0.08530, -2.91861], [5.21367, 1.56530, -3.55877], [3.21117, -0.14810, -2.80059], [2.07031, 1.00613, -3.29458], [3.43336, -3.24201, -1.34559], [5.85689, -2.77056, -1.62333], [6.60172, -0.63251, -2.62625]],
  "forces_ev_per_a": [[-0.198, 0.266, 1.112], [0.043, 0.045, 0.025], [0.060, 0.072, -0.057], [-0.057, -0.014, -0.141], [0.066, -0.058, 0.087], [0.058, 0.094, -0.077], [-0.119, -0.056, -0.019], [0.109, 0.019, -0.073], [-0.064, 0.007, -0.073], [0.013, 0.000, 0.069], [0.034, -0.059, -0.053], [-0.035, 0.032, 0.009], [-0.053, -0.006, 0.015], [0.077, 0.179, -0.149], [-0.023, 0.042, -0.100], [0.034, 0.051, -0.056], [-0.026, -0.010, 0.023], [0.047, -0.053, 0.027], [-0.002, 0.040, -0.054], [0.003, -0.090, 0.088], [-0.272, -0.035, -0.013], [0.011, -0.021, 0.018], [0.010, -0.029, -0.006], [0.012, 0.012, 0.009], [0.008, -0.001, -0.034], [-0.024, -0.013, -0.032], [-0.024, -0.012, 0.025], [0.005, 0.068, 0.071], [-0.016, 0.053, 0.022], [0.009, -0.033, 0.158], [0.027, -0.036, 0.022], [0.079, -0.080, 0.025], [0.034, -0.063, -0.050], [-0.001, -0.024, -0.075], [-0.038, 0.087, -0.005], [-0.008, -0.098, 0.068], [0.036, -0.039, 0.019], [0.092, 0.001, -0.032], [-0.021, 0.057, -0.040], [0.230, -0.036, -1.086], [0.220, 0.087, 0.280], [-0.003, -0.098, 0.066], [0.042, -0.061, 0.021], [0.002, -0.065, 0.020], [-0.250, -0.076, 0.067], [-0.090, 0.016, -0.037], [-0.004, -0.030, 0.028], [-0.008, -0.127, -0.064], [0.060, 0.059, -0.046], [-0.058, 0.041, -0.018], [-0.025, -0.003, 0.018]]
}

=====

{
  "formula": "C22H21ClN",
  "method": "wB97M-V/def2-TZVPD",
  "homo_lumo_gap_ev": 6.430,
  "charge": 1,
  "homo_ev": -11.529,
  "elements": ["C", "C", "C", "C", "C", "C", "C", "C", "C", "C", "C", "C", "C", "C", "C", "C", "C", "H", "H", "H", "H", "H", "H", "H", "H", "H", "H", "H", "H", "H", "H", "H", "H", "H", "Cl", "C", "C", "C", "N", "C", "C", "H", "H", "H", "H"],
  "positions_angstrom": [[5.79403, -2.32131, -1.10135], [4.48992, -1.63095, -0.87806], [4.45832, -0.23801, -0.72037], [3.25455, 0.41695, -0.54343], [2.02630, -0.28608, -0.61261], [0.79580, 0.42310, -0.61669], [-0.41632, -0.19095, -0.88752], [-1.64152, 0.41458, -0.66680], [-2.87428, -0.28158, -0.80681], [-4.10240, 0.43040, -0.88422], [-5.30359, -0.24604, -1.00668], [-5.33528, -1.64784, -1.03663], [-6.64092, -2.36481, -1.09733], [-4.13353, -2.36466, -0.98745], [-2.92227, -1.70480, -0.88306], [2.08085, -1.71285, -0.68745], [3.29540, -2.36207, -0.84556], [5.63703, -3.40266, -1.17006], [6.25885, -1.96720, -2.03211], [6.50186, -2.11429, -0.28782], [5.39159, 0.32696, -0.75418], [3.21507, 1.49227, -0.36294], [0.82112, 1.50182, -0.47029], [-0.40525, -1.19325, -1.32367], [-1.66505, 1.46178, -0.37187], [-4.06137, 1.52183, -0.86418], [-6.24022, 0.31180, -1.06639], [-6.46987, -3.44340, -1.11272], [-7.27105, -2.12654, -0.23178], [-7.19931, -2.08076, -1.99615], [-4.16654, -3.45558, -1.01330], [-1.99659, -2.28198, -0.84948], [1.15874, -2.29284, -0.61537], [3.33615, -3.44925, -0.96003], [1.57241, 4.98687, 5.00985], [1.41103, 3.99967, 3.62072], [1.35051, 2.60610, 3.74912], [1.21211, 1.84579, 2.57962], [1.14953, 2.40208, 1.36768], [1.20307, 3.73450, 1.24831], [1.34137, 4.58560, 2.35069], [1.41024, 2.13345, 4.72333], [1.15149, 0.75686, 2.62892], [1.13499, 4.14495, 0.23912], [1.39302, 5.66234, 2.22694]],
  "forces_ev_per_a": [[0.198, -0.263, -0.039], [-0.010, 0.266, -0.155], [-0.179, 0.118, 0.105], [-0.216, 0.154, -0.181], [0.554, -0.715, 0.279], [0.016, 0.036, -0.618], [-0.465, -0.184, -0.175], [0.654, -0.241, -0.355], [-0.906, -0.566, -0.182], [0.417, -0.153, 0.136], [0.169, 0.205, 0.005], [0.127, 0.310, 0.111], [-0.199, -0.273, -0.061], [0.219, 0.085, 0.043], [-0.017, 0.365, -0.072], [0.118, 0.304, -0.177], [-0.399, 0.089, 0.123], [0.204, 0.210, -0.015], [-0.108, -0.108, 0.203], [-0.182, -0.044, -0.163], [-0.267, -0.168, 0.130], [0.085, -0.243, -0.189], [0.027, -0.436, 0.182], [-0.035, 0.301, 0.458], [-0.001, -0.061, 0.009], [-0.155, -0.308, 0.054], [0.283, -0.158, 0.016], [-0.181, 0.110, -0.029], [0.150, 0.002, -0.145], [0.067, -0.056, 0.128], [0.060, 0.334, -0.007], [-0.387, 0.142, 0.115], [0.360, 0.137, -0.128], [-0.074, 0.400, 0.140], [0.025, 0.099, 0.167], [-0.045, -0.524, -0.715], [-0.058, 0.116, -0.505], [0.122, 0.801, 0.418], [-0.073, 0.308, 0.130], [0.118, 0.023, 0.879], [-0.058, -0.492, -0.062], [-0.027, 0.083, -0.123], [0.046, 0.254, -0.010], [0.043, -0.091, 0.231], [-0.023, -0.165, 0.048]]
}

=====

{
  "formula": "C22H21ClN2O3S2",
  "method": "wB97M-V/def2-TZVPD",
  "homo_lumo_gap_ev": 8.475,
  "relative_energy_ev": 20.352,
  "homo_ev": -8.341,
  "elements": ["C", "C", "C", "C", "C", "C", "C", "N", "C", "O", "C", "C", "C", "C", "S", "C", "C", "C", "C", "H", "H", "H", "H", "H", "H", "H", "H", "H", "H", "H", "S", "O", "O", "N", "C", "C", "C", "C", "C", "C", "H", "H", "Cl", "H", "H", "H", "H", "H", "H", "H", "H"],
  "positions_angstrom": [[0.06587, 4.29022, -0.75560], [1.05212, 3.34268, -1.21629], [2.24207, 3.76499, -1.72791], [3.35084, 3.07864, -2.18623], [3.14615, 1.80886, -2.22655], [2.15884, 1.24665, -1.57762], [1.17705, 2.15033, -1.08778], [-0.10831, 1.37108, -0.71555], [-0.38410, 0.06183, -0.49518], [0.20728, -0.80062, -0.79006], [-1.52233, -0.26794, 0.40027], [-2.02129, -1.41955, 0.67717], [-3.41759, -1.10067, 1.38961], [-3.73932, -0.02043, 1.70385], [-2.74803, 1.15896, 0.75137], [-4.89336, 0.54988, 2.42946], [-5.94409, -0.59134, 2.60537], [-5.01677, -1.83298, 3.17895], [-4.13391, -2.52819, 2.11826], [-3.25533, -3.09034, 2.65270], [-4.55512, -2.94107, 1.19430], [-5.53259, -2.76122, 3.51785], [-4.48451, -1.67323, 4.11084], [-6.55742, -0.47615, 3.40497], [-6.37913, -1.29185, 1.46232], [-5.59593, 1.19944, 1.82575], [-4.78262, 1.07835, 3.28467], [-1.57539, -2.39352, 0.61005], [-0.64539, 2.18902, -0.20214], [1.98281, 0.12983, -1.42515], [4.70211, 0.57643, -2.52203], [5.04664, 0.98468, -3.98844], [5.67350, 0.82281, -1.43936], [4.16428, -0.77947, -2.61613], [3.63764, -1.54014, -1.53042], [2.78784, -2.84818, -1.66245], [2.05997, -3.40744, -0.85620], [2.51886, -2.89027, 0.81729], [3.33852, -1.96902, 0.87291], [4.08891, -1.33537, -0.12361], [4.57540, -0.34898, 0.16434], [3.74634, -1.62659, 2.03990], [1.69681, -3.70017, 1.85703], [1.47132, -3.99632, -0.95470], [2.61861, -3.00765, -2.87558], [3.73249, -1.13107, -3.43874], [4.25223, 3.57255, -2.52019], [2.32396, 5.08314, -1.83355], [0.30446, 5.17967, -1.11350], [-0.68944, 4.01620, -1.38784], [-0.14097, 4.11352, 0.19957]],
  "forces_ev_per_a": [[0.207, -2.929, -2.341], [2.482, 10.040, -0.766], [2.998, 8.112, -1.751], [-0.233, 5.752, -0.336], [4.969, -7.272, 0.143], [-3.306, -2.098, 1.501], [-3.286, -17.248, 0.708], [0.136, 6.089, 1.519], [-7.237, 10.336, 5.930], [9.393, -12.337, -5.556], [-1.634, 5.558, -1.480], [-4.231, -0.218, 2.407], [5.714, -18.886, -1.607], [-2.939, 14.763, 1.329], [1.620, -1.510, 0.522], [-4.552, -2.027, -3.975], [4.384, -5.689, -2.759], [-1.673, -2.650, -0.817], [3.264, 4.637, -0.281], [-1.773, 0.730, -1.470], [-0.380, -0.670, 0.930], [-1.212, 0.928, -0.015], [0.628, 1.011, -0.205], [-2.799, 0.824, 1.536], [0.900, 3.106, 3.562], [1.687, 0.159, -0.147], [1.031, 1.234, 2.894], [-0.051, -0.184, -0.236], [0.537, -3.366, -1.121], [0.316, 2.006, -0.337], [3.111, 12.476, -4.136], [-0.597, -1.801, 4.738], [-1.810, -1.123, -1.816], [-3.616, -8.937, 1.327], [1.716, -2.460, 6.785], [4.897, 6.949, -10.952], [10.690, 11.033, 11.783], [-4.201, -4.233, -9.085], [6.576, 5.395, 5.669], [-1.822, 2.552, -5.316], [-0.173, -1.779, -0.575], [-1.447, -1.002, -3.224], [-2.875, -2.788, 4.624], [-12.614, -12.871, -1.910], [0.294, -0.098, 2.868], [0.177, 0.404, -1.433], [-0.140, 0.076, -0.088], [-0.043, -4.030, 0.396], [1.270, 4.378, -0.471], [-3.239, -0.478, -1.057], [-1.113, 0.135, 4.090]]
}

=====

{
  "formula": "C22H21ClN2O5",
  "method": "wB97M-V/def2-TZVPD",
  "homo_lumo_gap_ev": 8.302,
  "relative_energy_ev": 0.911,
  "homo_ev": -8.256,
  "elements": ["C", "O", "C", "O", "C", "N", "C", "O", "C", "C", "C", "C", "N", "C", "O", "C", "C", "C", "C", "Cl", "C", "C", "C", "C", "C", "C", "O", "C", "C", "C", "H", "H", "H", "H", "H", "H", "H", "H", "H", "H", "H", "H", "H", "H", "H", "H", "H", "H", "H", "H", "H"],
  "positions_angstrom": [[-6.25731, -1.15212, -1.08417], [-5.03481, -0.42623, -1.10400], [-4.61068, -0.02143, -2.30310], [-5.17030, -0.26788, -3.33665], [-3.32732, 0.79045, -2.19863], [-2.73062, 0.76128, -0.89235], [-2.80781, 1.82059, -0.05101], [-3.26037, 2.89406, -0.38042], [-2.21145, 1.53858, 1.32317], [-0.76150, 1.20441, 1.18792], [0.26721, 2.08578, 1.04628], [0.20312, 3.56594, 0.98327], [1.46866, 1.38633, 0.89085], [2.71399, 1.98028, 0.74234], [2.96191, 3.08188, 1.17716], [3.71158, 1.20480, -0.04376], [5.04751, 1.22795, 0.34519], [6.00779, 0.58061, -0.40838], [5.63039, -0.06896, -1.57458], [6.82328, -0.87670, -2.52456], [4.30732, -0.07034, -1.99425], [3.35022, 0.56482, -1.22727], [1.18624, 0.02343, 0.97052], [2.01182, -1.08610, 1.00041], [1.43692, -2.33856, 1.12904], [0.05301, -2.49527, 1.25115], [-0.58018, -3.69770, 1.37005], [0.19359, -4.87210, 1.39799], [-0.77446, -1.37867, 1.27368], [-0.20826, -0.11889, 1.14570], [-6.41677, -1.45088, -0.05152], [-7.07642, -0.51946, -1.43037], [-6.18912, -2.02658, -1.73409], [-3.57904, 1.83660, -2.41087], [-2.63071, 0.43884, -2.96624], [-2.40702, -0.12510, -0.53812], [-2.35041, 2.42447, 1.94264], [-2.74400, 0.70257, 1.77831], [0.80984, 3.94322, 0.16221], [0.59176, 4.00789, 1.90021], [-0.82556, 3.88268, 0.83625], [5.32102, 1.75211, 1.24815], [7.04181, 0.58381, -0.10205], [4.03432, -0.56357, -2.91367], [2.32071, 0.57030, -1.55288], [3.08450, -1.00320, 0.93425], [2.08668, -3.19813, 1.14494], [0.88248, -4.88050, 2.24867], [0.75885, -5.00530, 0.46987], [-0.51803, -5.68931, 1.50493], [-1.83437, -1.52067, 1.41774]],
  "forces_ev_per_a": [[-0.305, -0.187, -0.202], [0.136, 0.079, 0.263], [0.187, 0.076, -0.102], [-0.025, 0.030, -0.047], [-0.065, 0.103, -0.010], [0.069, -0.273, -0.354], [0.168, -0.260, 0.344], [-0.190, 0.391, -0.021], [0.061, 0.292, -0.149], [0.365, 0.250, 0.137], [-0.485, -0.011, 0.080], [0.009, 0.105, 0.061], [-0.244, 0.145, 0.037], [0.314, 0.176, 0.012], [-0.018, -0.163, 0.007], [0.272, 0.087, -0.260], [-0.265, 0.004, 0.016], [0.041, -0.077, -0.075], [-0.204, 0.128, 0.150], [0.124, -0.083, -0.095], [0.097, -0.033, -0.053], [0.089, 0.121, 0.170], [-0.319, -0.655, 0.075], [0.002, 0.083, 0.033], [-0.088, -0.299, 0.039], [-0.101, 0.150, -0.020], [-0.127, 0.272, -0.002], [0.119, -0.175, 0.003], [0.146, -0.153, -0.016], [0.533, -0.002, -0.060], [0.018, 0.023, -0.046], [0.045, -0.059, 0.032], [-0.033, 0.059, 0.076], [0.038, -0.220, -0.053], [-0.173, 0.038, 0.053], [0.023, 0.105, 0.030], [-0.112, -0.074, -0.061], [-0.045, 0.008, 0.072], [-0.030, 0.087, -0.013], [0.023, 0.066, -0.030], [-0.073, 0.011, -0.029], [0.040, 0.067, 0.069], [0.093, -0.018, 0.006], [0.003, -0.045, -0.086], [-0.098, -0.027, -0.006], [0.042, -0.045, -0.002], [0.041, -0.105, -0.003], [-0.011, 0.002, -0.039], [-0.007, 0.010, 0.041], [0.096, 0.020, -0.009], [-0.174, -0.022, 0.039]]
}

=====

Results for E_tot: -4458.167961 -1365.619818 -2442.031080 -1796.901388 (in Eh, following the order of the records).